Run 1
The following is a DFT calculation (ωB97M-V/def2-TZVPD) of a cluster of 2 separate species, C22H18N3O3 in total.

Total charge ... -1
Kohn-Sham gap ... 3.89 eV
Multiplicity ... 1

Cartesian coordinates (Å):
O: -1.945 -2.582 -4.303
O: -1.512 5.179 2.764
O: -2.632 -0.842 -5.594
N: -5.348 -0.028 1.832
N: 1.828 5.261 -6.572
N: -4.686 -1.717 -2.130
C: -2.625 3.553 -0.274
C: -3.361 1.255 -0.805
C: -1.930 4.170 1.959
C: -0.432 -0.866 -4.621
C: -2.222 4.520 0.614
C: -4.146 0.181 -0.460
C: 0.062 0.328 -5.128
C: -2.864 2.218 0.150
C: 1.042 2.859 -5.937
C: -0.686 1.170 -6.020
C: -1.100 4.883 4.112
C: -1.751 -1.374 -4.909
C: -4.793 0.076 0.804
C: -2.547 1.875 1.492
C: -2.077 2.824 2.387
C: 1.489 4.175 -6.289
C: -0.206 2.407 -6.398
C: -3.279 -3.090 -4.493
C: -4.454 -0.855 -1.377
C: 1.368 0.785 -4.735
C: 1.832 2.027 -5.119
C: -3.283 -4.505 -3.977
H: 0.188 -1.475 -3.977
H: -2.734 -4.590 -3.036
H: -2.797 3.809 -1.321
H: -3.560 -3.052 -5.555
H: -3.132 1.407 -1.864
H: -1.933 4.484 4.706
H: 1.962 0.128 -4.098
H: -2.644 0.839 1.822
H: -4.314 -4.826 -3.822
H: 2.812 2.374 -4.781
H: -0.794 5.854 4.493
H: -2.833 -5.180 -4.715
H: -0.254 4.181 4.133
H: -1.830 2.544 3.414
H: -1.655 0.823 -6.364
H: -0.794 3.052 -7.052
H: -3.983 -2.476 -3.916
H: -2.098 5.562 0.323

=====

Run 2
The following is a DFT calculation (ωB97M-V/def2-TZVPD) of a structure of composition C22H18N3O3.

Total charge ... -1
Kohn-Sham gap ... 6.53 eV
Multiplicity ... 1

Cartesian coordinates (Å):
O: -2.849 2.424 -2.293
O: -0.602 -1.304 -4.668
O: -2.342 3.859 -0.573
N: 0.350 -3.717 -3.446
N: -0.298 -2.898 -1.423
N: -0.133 2.067 -0.930
C: -0.297 -2.727 -2.753
C: 0.961 2.142 1.334
C: 0.016 -3.559 3.724
C: 0.779 -2.350 1.766
C: -1.595 -2.607 2.172
C: -2.148 3.151 -1.572
C: 1.439 4.860 0.719
C: 1.664 2.962 2.234
C: 0.800 -4.578 -2.482
C: -0.750 -1.574 -0.054
C: -1.301 -3.300 3.343
C: 1.896 4.319 1.928
C: -0.874 -1.641 -3.557
C: -0.539 -2.213 1.301
C: 0.555 2.684 0.121
C: -0.596 0.786 -0.950
C: 0.759 4.043 -0.175
C: 1.047 -3.076 2.921
C: -0.053 -0.318 -0.294
C: -0.607 3.072 -1.874
C: 0.382 -4.052 -1.212
C: 0.176 4.335 -1.505
H: 2.088 -3.281 3.147
H: 1.380 -5.494 -2.662
H: -1.826 -1.472 -0.356
H: -1.422 0.634 -1.683
H: -2.638 -2.441 1.867
H: 0.747 1.110 1.603
H: 0.253 -4.114 4.628
H: 2.457 4.940 2.636
H: 0.971 -0.208 0.131
H: 2.036 2.532 3.163
H: -0.466 2.750 -2.906
H: 1.598 -1.996 1.125
H: -1.647 -1.148 -2.923
H: 1.606 5.904 0.442
H: -0.474 5.204 -1.481
H: -2.108 -3.690 3.965
H: 0.980 4.543 -2.218
H: 0.621 -4.565 -0.277

=====

Order from most stable to least stable according to the calculation: run 2, run 1

=====

Run 1
The following is a DFT calculation (ωB97M-V/def2-TZVPD) of a cluster of 2 separate species, C4H8N2 in total.

Total charge ... +2
Kohn-Sham gap ... 10.11 eV
Multiplicity ... 1

Cartesian coordinates (Å):
N: -0.743 1.803 0.676
N: 1.051 0.433 0.087
C: 2.090 0.477 -0.695
C: -0.308 0.720 0.172
C: -1.595 -0.946 -0.404
C: 2.051 -0.725 0.080
H: -1.560 -1.589 0.508
H: 1.845 -1.738 -0.340
H: -1.674 2.116 0.754
H: 2.678 -0.785 0.959
H: 0.014 2.503 1.145
H: 2.393 1.094 -1.440
H: -2.629 -0.618 -0.602
H: -1.333 -1.451 -1.335

=====

Run 2
The following is a DFT calculation (ωB97M-V/def2-TZVPD) of a cluster of 2 separate species, C4H8N2 in total.

Total charge ... +2
Kohn-Sham gap ... 8.57 eV
Multiplicity ... 1

Cartesian coordinates (Å):
N: -0.171 -1.378 -0.337
N: 1.722 2.930 0.398
C: 0.694 0.570 0.145
C: -1.485 -1.505 -0.817
C: -1.062 -2.010 0.548
C: 1.158 1.667 0.225
H: 1.094 3.662 0.013
H: -2.146 -0.645 -0.831
H: -1.449 -1.469 1.406
H: 0.680 -1.771 -0.739
H: -0.867 -3.058 0.772
H: 1.884 3.129 1.405
H: -1.624 -2.152 -1.683
H: 2.631 2.986 -0.099

=====

Order from most stable to least stable according to the calculation: run 1, run 2

=====

Run 1
The following is a DFT calculation (ωB97M-V/def2-TZVPD) of a structure of composition CH4INS.

Total charge ... 0
Kohn-Sham gap ... 7.45 eV
Multiplicity ... 1

Cartesian coordinates (Å):
I: -2.882 -0.155 0.481
S: 0.349 1.046 -0.039
N: -1.092 0.419 -0.713
C: 1.217 -0.447 0.384
H: 2.053 -0.747 -0.315
H: 1.580 -0.343 1.400
H: -1.597 1.356 -1.528
H: 0.371 -1.130 0.329

=====

Run 2
The following is a DFT calculation (ωB97M-V/def2-TZVPD) of an isolated molecule of CH4INS.

Total charge ... 0
Kohn-Sham gap (alpha / beta) ... 7.81 / 7.81 eV
Multiplicity ... 1

Cartesian coordinates (Å):
I: 1.585 2.478 -2.493
S: -0.439 0.760 -2.064
N: -0.944 0.658 -0.630
C: -0.374 0.134 0.543
H: -1.071 -0.179 1.194
H: 0.373 -0.350 -2.396
H: 0.118 0.851 1.062
H: 0.409 -0.763 0.604

=====

Order from most stable to least stable according to the calculation: run 2, run 1

=====

Run 1
The following is a DFT calculation (ωB97M-V/def2-TZVPD) of a cluster of 7 separate species, C4H25N2O6 in total.

Total charge ... +1
Kohn-Sham gap ... 8.90 eV
Multiplicity ... 1

Cartesian coordinates (Å):
O: -0.663 2.638 -0.054
O: -1.968 1.725 -2.375
O: 2.942 1.986 0.584
O: 2.053 0.513 -3.121
O: -1.398 -3.559 0.849
O: -1.665 -1.844 -1.100
N: -0.428 0.481 2.192
N: 0.469 0.285 -0.744
C: -1.650 0.393 3.040
C: 1.641 -1.803 0.166
C: 1.109 -0.396 0.512
C: -0.160 -0.718 1.427
H: -1.383 -2.552 -0.469
H: 2.198 2.591 0.472
H: -1.725 -0.604 3.504
H: -1.310 0.986 3.893
H: -2.101 -3.544 1.513
H: -0.910 -1.083 0.634
H: -1.756 -2.142 -2.012
H: 1.292 0.427 -1.333
H: 2.641 -1.962 0.548
H: 0.260 1.229 -0.324
H: 2.923 0.872 -2.952
H: 2.049 0.011 -3.951
H: -0.957 2.924 -0.945
H: 1.833 0.332 0.858
H: 3.362 2.427 1.340
H: -1.793 1.409 -3.278
H: -2.847 2.134 -2.473
H: 0.146 -1.541 2.088
H: 0.934 -2.617 0.415
H: -0.396 -0.083 -1.130
H: -2.567 0.449 2.486
H: -0.480 3.431 0.483
H: 1.780 -2.009 -0.921
H: -0.461 1.310 1.628
H: -1.000 -4.410 1.078

=====

Run 2
The following is a DFT calculation (ωB97M-V/def2-TZVPD) of a cluster of 7 separate species, C4H25N2O6 in total.

Total charge ... +1
Kohn-Sham gap ... 10.06 eV
Multiplicity ... 1

Cartesian coordinates (Å):
O: 3.211 4.085 -1.213
O: 2.176 0.230 0.035
O: 2.379 1.629 -2.282
O: 0.537 -0.477 -2.559
O: -0.430 -2.883 -1.130
O: -1.046 -3.608 3.223
N: -1.282 -0.240 -0.222
N: 0.033 1.537 1.603
C: -2.686 -1.020 1.610
C: -1.807 0.395 -1.444
C: -0.682 0.340 2.044
C: -1.879 0.163 1.106
H: 2.266 4.103 -1.083
H: -0.297 0.007 -0.189
H: 3.836 3.961 -0.501
H: 3.091 1.960 -2.840
H: -1.985 -0.377 -2.178
H: -1.131 1.165 -1.802
H: -3.513 -1.363 0.987
H: -1.011 0.357 3.080
H: 2.268 0.917 -0.658
H: 0.890 -0.832 -3.384
H: 0.061 -3.452 -0.531
H: 1.283 0.063 -2.238
H: -1.218 -3.689 4.169
H: -1.142 -4.510 2.884
H: 1.027 1.420 1.444
H: -2.121 -1.941 1.769
H: -2.673 1.043 -1.296
H: -0.084 2.389 2.134
H: 2.990 0.257 0.548
H: -1.169 -1.256 -0.292
H: -2.473 1.055 0.967
H: 1.631 2.232 -2.293
H: -0.021 -0.501 1.906
H: -3.141 -0.775 2.565
H: 0.175 -2.260 -1.555

=====

Order from most stable to least stable according to the calculation: run 2, run 1